(1)
ORCA calculation (ωB97M-V/def2-TZVPD) on a structure of composition C31H52N2O3OsP2.

Last column: Mulliken spin population.
Element x y z (Å)
Os  -0.602183  0.347673  -1.744538  1.02
C  -1.057357  -0.792454  -0.058992  -0.05
C  0.349234  -1.086406  -0.620863  0.29
C  0.503577  -0.143232  1.574759  -0.05
C  -0.850681  -0.285742  1.322822  0.12
C  1.235029  -0.543935  0.451655  0.11
C  -2.199838  -1.762835  -0.167959  0.01
H  -2.070342  -2.513816  -0.959389  0.01
H  -3.187591  -1.257123  -0.287413  0.00
H  -2.200399  -2.314993  0.796040  0.00
C  -1.893896  -0.274376  2.354952  0.01
H  -2.742444  0.330946  2.034517  0.01
H  -1.490973  0.151643  3.270552  0.00
H  -2.254455  -1.279171  2.619019  0.00
C  1.146569  0.253092  2.861528  0.00
H  1.760807  -0.542675  3.293319  0.00
H  0.412997  0.529069  3.611961  0.00
H  1.803114  1.108702  2.702879  0.00
C  2.689139  -0.772364  0.508273  0.01
H  2.921122  -1.253040  1.485083  0.00
H  3.255361  0.187231  0.480641  0.00
H  3.016798  -1.435557  -0.311832  0.01
C  0.720508  -2.462799  -1.096150  -0.03
H  1.211731  -2.911979  -0.225350  0.00
H  1.425256  -2.429746  -1.937602  0.00
H  -0.132419  -3.091274  -1.348101  0.00
C  -1.213291  1.790694  -4.267868  0.76
C  -2.004380  0.600367  -4.647311  -0.05
C  -1.669219  -0.271779  -5.894034  0.01
C  -0.173353  -0.434577  -6.095671  0.00
C  0.709265  -0.077904  -4.929150  -0.03
C  1.316913  1.166291  -4.852517  0.10
C  0.834080  2.495408  -5.411731  0.02
C  -0.665341  2.493272  -5.499269  0.05
H  -2.116997  0.112150  -6.825307  0.00
H  0.123058  0.128212  -6.990051  0.00
H  -2.128792  -1.256149  -5.724026  0.00
H  -0.997181  1.972879  -6.403990  0.01
H  -1.747695  2.466109  -3.567494  -0.04
H  -2.966194  1.139443  -4.898265  0.02
H  -1.052797  3.515907  -5.545616  0.00
H  1.184628  3.293905  -4.737236  -0.01
H  2.404109  1.207275  -4.671190  -0.01
H  1.312920  2.643785  -6.394778  0.00
H  0.036851  -1.479162  -6.324647  0.00
H  1.290834  -0.923065  -4.513993  -0.01
P  -2.315383  -0.451321  -3.204306  0.06
C  -3.685522  0.554529  -2.512217  0.04
C  -1.756687  -2.208556  -3.457573  0.03
P  2.457238  1.414593  -1.678150  0.57
C  0.791309  1.634157  -2.319359  0.01
C  3.123439  -0.112861  -2.572811  0.25
C  3.138926  2.938592  -2.312660  0.07
H  -3.439865  1.000381  -1.531951  -0.01
H  -4.588304  -0.050453  -2.463733  0.00
H  -3.765683  1.334365  -3.272774  0.00
H  -0.831415  -2.167926  -4.044312  0.00
H  -2.483291  -2.870534  -3.955042  0.01
H  -1.510370  -2.729179  -2.533424  -0.01
H  3.763209  2.674072  -3.193628  0.01
H  3.706896  3.416333  -1.505300  0.00
H  2.341698  3.625889  -2.634242  0.00
H  0.692642  2.691043  -2.598585  0.08
H  0.356736  0.879957  -3.139142  0.35
H  3.994802  -0.492734  -2.038018  0.00
H  3.473228  0.133512  -3.575887  0.03
H  2.432940  -0.946219  -2.705010  -0.07
C  -3.243053  5.421758  2.527841  0.00
C  -2.967266  4.290328  1.553886  0.00
C  -1.558337  3.666611  1.559450  -0.01
C  -1.195345  3.064297  2.947480  0.01
C  -0.783430  4.058762  4.029061  0.00
C  -0.484078  4.663992  1.159108  0.00
O  -0.578346  5.880738  1.063437  0.00
N  0.741714  3.969499  0.974417  0.01
C  0.766209  2.781069  0.266399  0.00
O  1.933039  2.274515  0.048086  0.18
N  -0.370536  2.229220  -0.188224  0.13
C  -1.555226  2.556766  0.441469  -0.02
O  -2.601214  2.003297  0.139371  0.00
H  -3.397416  5.060352  3.549767  0.00
H  -4.168437  5.932787  2.222953  0.00
H  -2.433143  6.159302  2.511184  0.00
H  -3.699693  3.492340  1.732218  0.00
H  -3.166847  4.652316  0.539598  0.00
H  -2.054889  2.466774  3.294854  0.00
H  -0.377357  2.347532  2.788859  0.00
H  -1.544993  4.822243  4.205225  0.00
H  -0.627959  3.518864  4.974034  0.00
H  0.166327  4.561518  3.786823  0.00
H  1.589449  4.521678  0.957959  0.00

Forces on the atoms, in the same order (eV/Å):
Os 0.658 2.063 2.015
C 0.859 -0.748 0.973
C -1.828 0.266 1.815
C 0.902 -0.068 -0.376
C -0.156 -1.085 -1.406
C -0.674 -0.465 0.399
C -0.663 -0.571 0.595
H -0.229 0.425 0.552
H 0.659 -0.406 0.126
H -0.477 -0.035 -0.698
C -0.176 0.591 0.433
H -0.173 -0.147 0.003
H -0.179 0.005 0.065
H 0.099 0.113 -0.331
C 0.082 0.165 0.081
H -0.066 -0.029 -0.150
H 0.029 0.009 0.071
H 0.100 0.086 0.058
C 0.667 -0.074 0.043
H -0.009 0.263 -0.590
H -0.212 -0.630 0.089
H 0.020 0.405 0.549
C 0.500 -0.028 0.040
H 0.043 -0.417 -0.418
H -0.188 -0.314 0.232
H 0.183 0.132 0.010
C -1.366 1.059 -1.033
C -1.779 -0.649 -1.722
C -0.345 0.185 0.165
C -0.298 -0.270 -0.090
C 2.807 1.570 -1.400
C 0.799 -1.545 -2.047
C 0.723 -0.907 0.012
C -0.384 0.452 0.453
H -0.032 0.020 0.545
H 0.116 -0.069 0.327
H 0.008 0.348 -0.262
H 0.050 0.186 0.215
H 0.546 -0.468 -0.045
H 0.335 -1.069 0.095
H 0.055 -0.105 -0.059
H -0.010 -0.176 -0.335
H -0.793 -0.075 0.936
H -0.095 0.142 0.302
H 0.056 -0.015 -0.124
H -0.327 0.547 -0.124
P 2.298 1.270 1.347
C -0.876 -0.979 0.334
C -1.320 -0.761 -0.399
P -0.463 -0.987 -0.917
C 0.026 -0.953 -0.709
C 0.726 0.149 -0.348
C 1.097 0.252 -0.493
H -0.019 -0.498 -0.363
H -0.381 0.359 0.100
H -0.401 -0.162 0.386
H -0.303 0.359 -0.024
H 0.179 0.391 -0.111
H -0.176 0.558 -0.201
H -0.110 0.488 0.620
H 0.192 -0.024 -0.494
H 0.365 -0.261 0.179
H -0.699 -0.415 0.314
H 1.426 1.241 -0.105
H -0.054 0.128 0.093
H 0.069 0.186 0.068
H -0.250 0.413 0.385
C -0.083 0.450 0.148
C -0.288 -0.113 -0.312
C -0.716 0.211 -0.574
C 0.101 -0.586 -0.183
C 0.243 0.100 0.198
C -0.435 1.707 0.262
O 0.541 -2.640 0.166
N 0.093 -0.342 -0.764
C 0.146 0.460 0.184
O -1.052 0.968 0.330
N -0.148 -0.513 0.645
C -0.823 0.647 0.588
O 0.782 0.130 -0.033
H 0.003 0.112 -0.207
H 0.291 -0.169 0.126
H -0.315 -0.096 0.134
H 0.300 0.057 -0.123
H 0.062 -0.042 0.046
H 0.157 0.314 -0.231
H -0.109 0.147 0.153
H 0.315 -0.203 -0.021
H -0.026 0.144 -0.267
H -0.307 -0.110 0.036
H 0.110 -0.057 0.046

Output
Kohn-Sham gap (alpha / beta)   5.38 / 6.29 eV
HOMO (alpha / beta)   -12.6 / -13.8 eV
Max |F|   3.5 eV/Å
2S+1   5
Energy above the lowest of the compared OMol25 structures with the same formula, charge and spin   89.6 kcal/mol
Total charge   +2

***

(2)
ORCA calculation (ωB97M-V/def2-TZVPD) on a structure of composition C31H29BIrN13O2.

Last column: Mulliken spin population.
Element x y z (Å)
Ir  0.278804  -0.858428  -1.382893  0.00
C  2.670268  -3.863323  -3.127543  0.00
C  1.445911  -3.418987  -2.652647  0.00
N  1.602175  -2.232956  -2.051489  0.00
N  2.913505  -1.904698  -2.119092  0.00
C  3.569013  -2.873578  -2.775713  0.00
B  3.376818  -0.536152  -1.552895  0.00
N  2.760284  -0.406441  -0.099321  0.00
C  3.377014  -0.097730  1.047203  0.00
C  2.428987  0.009504  2.053259  0.00
C  1.213828  -0.251164  1.439511  0.00
N  1.439427  -0.504155  0.141845  0.00
N  2.676340  0.554918  -2.403987  0.00
C  3.120945  1.468099  -3.278918  0.00
C  2.030991  2.063803  -3.890743  0.00
C  0.922699  1.450337  -3.330085  0.00
N  1.320776  0.538332  -2.432352  0.00
N  4.848952  -0.409959  -1.470352  0.00
C  5.757641  -1.317363  -0.992262  0.00
C  6.930064  -0.655696  -0.772051  0.00
C  6.649962  0.685280  -1.120397  0.00
N  5.405885  0.834365  -1.522332  0.00
H  2.877951  -4.775621  -3.657970  0.00
H  0.475051  -3.883286  -2.718442  0.00
H  4.627257  -2.795184  -2.960497  0.00
H  4.447958  0.029284  1.070711  0.00
H  2.598528  0.233108  3.091609  0.00
H  0.216614  -0.282848  1.847670  0.00
H  4.177435  1.644780  -3.382775  0.00
H  2.048247  2.834581  -4.640603  0.00
H  -0.126553  1.610765  -3.523659  0.00
H  5.499662  -2.351798  -0.833373  0.00
H  7.859633  -1.070362  -0.423390  0.00
H  7.311725  1.536348  -1.096745  0.00
N  -3.346896  5.016101  0.855600  0.00
C  -4.530397  5.660498  1.200708  0.04
C  -4.827899  6.928191  1.594107  0.09
C  -6.198683  7.184588  1.856964  0.25
C  -7.213507  6.204412  1.727244  0.01
C  -6.910044  4.936443  1.332803  0.13
C  -5.532238  4.645455  1.058424  0.21
N  -4.985703  3.499236  0.660855  0.05
C  -3.668200  3.747930  0.545678  0.11
C  -2.727852  2.703953  0.117450  0.03
C  -3.239415  1.454258  -0.221495  0.04
C  -2.370521  0.464834  -0.633047  -0.01
N  -1.043141  0.651399  -0.726090  0.03
C  -0.549042  1.856694  -0.390549  -0.01
C  -1.352513  2.897349  0.031795  0.02
H  -2.431721  5.438774  0.833204  0.00
H  -4.090716  7.711274  1.707779  0.00
H  -6.478528  8.181775  2.172797  0.00
H  -8.234419  6.482513  1.947311  0.01
H  -7.656427  4.161793  1.222327  0.00
H  -4.300845  1.260347  -0.164028  0.00
H  -2.746747  -0.512918  -0.896777  0.00
H  0.520770  1.982911  -0.473278  0.00
H  -0.876007  3.834135  0.286353  0.00
O  1.348711  -3.771659  4.619714  0.00
C  0.761563  -5.014566  4.274453  0.00
N  0.280267  -4.885415  2.922985  0.00
C  -0.966836  -4.423398  2.668483  0.00
O  -1.856661  -4.305495  3.477357  0.00
C  -1.240645  -3.982642  1.248518  0.00
C  -2.362056  -4.439365  0.570024  0.00
C  -2.647939  -3.908934  -0.679476  0.00
C  -1.850747  -2.893224  -1.165475  0.00
N  -0.794136  -2.410132  -0.487040  0.00
C  -0.472026  -2.983216  0.682023  0.00
H  1.625299  -3.803136  5.543134  0.00
H  -0.087372  -5.250767  4.914575  0.00
H  1.492140  -5.823682  4.308116  0.00
H  0.937214  -4.988033  2.167865  0.00
H  -2.993692  -5.195195  1.019396  0.00
H  -3.485457  -4.260773  -1.265138  0.00
H  -2.059052  -2.443224  -2.132912  0.00
H  0.408295  -2.612858  1.187967  0.00

Forces on the atoms, in the same order (eV/Å):
Ir -0.026 -0.039 -0.105
C 0.005 -0.012 -0.018
C -0.048 0.009 0.011
N 0.063 0.027 -0.004
N -0.019 -0.056 0.005
C 0.009 0.030 -0.007
B 0.001 0.038 0.030
N 0.014 -0.022 0.028
C 0.023 0.028 -0.037
C -0.040 -0.027 0.028
C 0.024 0.026 0.004
N 0.050 0.023 0.081
N -0.001 0.001 -0.052
C 0.010 -0.013 0.029
C -0.006 0.017 -0.025
C -0.013 -0.003 0.012
N 0.011 -0.001 0.006
N 0.034 -0.046 0.000
C -0.020 0.025 0.003
C -0.002 0.004 0.011
C 0.011 -0.022 -0.030
N -0.033 0.031 0.014
H -0.004 -0.001 -0.001
H 0.003 -0.004 0.003
H -0.001 -0.008 0.001
H 0.000 0.003 -0.001
H 0.004 -0.009 0.002
H 0.001 0.003 0.014
H 0.010 -0.009 0.006
H -0.005 0.000 0.001
H 0.003 0.001 -0.005
H 0.017 -0.005 -0.006
H 0.002 0.008 0.008
H 0.004 -0.003 -0.003
N 0.001 0.000 -0.001
C -0.004 -0.002 0.001
C 0.002 0.001 -0.001
C -0.005 -0.003 0.001
C 0.002 0.004 0.000
C 0.002 -0.002 0.000
C 0.003 0.004 0.000
N 0.000 -0.002 -0.002
C -0.002 -0.005 -0.004
C 0.009 0.013 0.001
C 0.003 0.008 0.006
C 0.000 -0.029 -0.012
N -0.051 0.040 0.013
C 0.023 -0.021 -0.027
C -0.020 0.011 0.022
H 0.000 0.000 0.001
H 0.000 0.000 0.000
H 0.000 0.000 0.000
H 0.000 -0.001 0.000
H 0.000 0.000 0.000
H 0.001 -0.008 -0.004
H -0.006 0.009 0.009
H -0.004 -0.002 0.009
H 0.005 -0.002 -0.005
O 0.018 -0.025 -0.002
C 0.037 0.008 -0.008
N -0.056 0.056 0.025
C 0.008 -0.062 0.009
O -0.004 0.014 -0.010
C 0.012 0.009 -0.003
C 0.002 0.000 0.005
C 0.003 -0.003 -0.001
C -0.014 -0.013 -0.003
N -0.046 0.002 -0.021
C 0.014 -0.005 -0.009
H -0.009 0.004 -0.002
H -0.009 -0.004 -0.009
H 0.000 0.000 0.001
H 0.005 0.001 0.003
H -0.001 0.001 -0.001
H 0.000 0.003 0.000
H 0.001 0.001 0.007
H 0.003 0.004 0.005

Output
Kohn-Sham gap (alpha / beta)   6.54 / 4.39 eV
HOMO (alpha / beta)   -15.6 / -15.6 eV
Max |F|   0.1 eV/Å
2S+1   2
Energy above the lowest of the compared OMol25 structures with the same formula, charge and spin   0.0 kcal/mol
Total charge   +3

***

(3)
ORCA calculation (ωB97M-V/def2-TZVPD) on the molecule CH3NOS.

Last column: Mulliken charge in e.
Element x y z (Å)
C  0.204552  -0.819844  -1.297272  -0.12
N  -0.320075  -0.001306  1.109360  -0.28
O  0.097946  0.067871  -0.413715  -0.12
S  -0.436395  1.555353  1.455154  -0.09
H  -0.015466  -1.866273  -0.991378  0.26
H  0.069287  -0.453633  -2.381310  0.23
H  0.400152  1.517832  2.519161  0.13

Forces on the atoms, in the same order (eV/Å):
C -2.183 0.692 0.561
N -0.474 -2.086 -1.422
O 1.202 -0.167 -1.527
S -0.238 1.207 1.326
H 0.652 0.483 -0.397
H 0.725 -0.688 1.660
H 0.315 0.559 -0.201

Output
Kohn-Sham gap (alpha / beta)   7.22 / 7.23 eV
HOMO (alpha / beta)   -7.8 / -7.8 eV
Max |F|   2.6 eV/Å
Energy above the lowest of the compared OMol25 structures with the same formula, charge and spin   133.9 kcal/mol

***

Number 2 is which compound?
C31H29BIrN13O2

***

Which value of max |F| does entry 3 give?
2.6 eV/Å

***

The lowest energy above the lowest of the compared OMol25 structures with the same formula, charge and spin belongs to which entry?
C31H29BIrN13O2